7 unconnected molecules or ions with the total composition C30H79N5O12 at a distorted geometry, computed with ωB97M-V with the def2-TZVPD basis set.

XYZ file:
```
126
Properties=species:S:1:pos:R:3:forces:R:3:lowdin_charge:R:1
C -2.192008 -3.089245 1.739885 0.76 -0.74 1.57 -0.105
O -2.183200 -1.705162 1.932117 -1.10 1.87 -1.12 -0.233
C -2.976149 -1.276760 3.043429 -0.51 -0.59 0.42 -0.194
C -3.593952 0.123164 2.876411 2.03 -0.33 0.55 -0.168
N -2.530130 1.154585 3.128256 -1.85 -0.47 0.20 -0.032
C -3.092180 2.470843 2.842042 1.34 1.78 -0.37 -0.193
C -2.224081 3.716764 3.291250 -0.56 -1.15 -0.15 -0.176
O -0.917119 3.724056 2.659751 -0.44 1.06 1.59 -0.230
C -0.014992 4.458338 3.526366 0.17 -0.28 -0.26 -0.074
H -3.170954 -3.563953 1.673440 -0.27 0.29 0.17 0.098
H -1.663801 -3.340896 2.659549 -0.09 -1.70 -0.01 0.103
H -1.612556 -3.458840 0.893868 0.16 0.70 -0.07 0.071
H -2.460278 -1.377792 3.998296 1.03 0.68 -0.02 0.126
H -3.709580 -2.047761 3.279504 -0.85 0.06 -0.82 0.111
H -4.340225 0.243526 3.661716 -0.28 -0.01 -0.25 0.117
H -3.997830 0.216297 1.868294 -0.38 0.00 -0.04 0.113
H -1.719792 0.864616 2.599697 0.30 0.74 -0.29 0.068
H -4.099736 2.593152 3.239494 0.13 -0.25 0.79 0.116
H -3.314113 2.717996 1.803881 0.32 -0.63 -0.78 0.095
H -2.166363 3.794985 4.376907 0.55 -0.63 0.21 0.111
H -2.733617 4.651021 3.055381 -0.25 0.03 -0.61 0.106
H -0.481212 5.306587 4.027560 -0.36 0.15 -0.35 0.084
H 0.841878 4.828467 2.963431 -0.15 -0.18 -0.23 0.088
H 0.363564 3.834956 4.336425 0.00 -0.39 -0.07 0.082
C 2.954538 0.067012 -3.093741 1.46 -0.16 -1.00 -0.154
O 2.356626 -0.956019 -2.368517 0.78 -0.86 1.84 -0.197
C 3.327732 -2.000347 -1.975308 -0.82 -0.56 -1.98 -0.175
C 2.580567 -3.226223 -1.449401 -0.01 1.45 1.80 -0.177
N 2.523692 -3.059420 0.036152 0.20 -2.57 -0.22 -0.055
C 1.877372 -4.277261 0.670249 0.97 1.31 0.34 -0.176
C 2.862629 -5.375137 1.200221 -0.99 0.73 0.87 -0.195
O 2.123566 -6.074057 2.240303 0.69 -1.08 -0.37 -0.230
C 2.920426 -7.050757 3.000850 -0.98 1.39 -0.99 -0.079
H 3.966287 0.291797 -2.756186 0.07 0.32 0.68 0.083
H 2.404997 1.004758 -3.175897 -0.46 -0.36 0.35 0.079
H 3.181987 -0.297505 -4.095492 -0.36 0.02 -0.58 0.084
H 4.166977 -1.787719 -1.313074 -0.60 1.06 0.71 0.119
H 3.889452 -2.264437 -2.871308 -0.27 -0.15 -0.63 0.107
H 3.101702 -4.150115 -1.700294 0.00 0.06 0.01 0.119
H 1.540897 -3.261244 -1.774892 0.13 -0.09 -0.82 0.089
H 1.947166 -2.262284 0.264809 -0.23 0.11 0.01 0.048
H 1.093370 -4.681069 0.029633 0.01 -0.35 -0.17 0.100
H 1.381039 -3.857007 1.544964 -0.05 -0.33 0.20 0.101
H 3.716168 -4.884846 1.668388 0.13 0.27 -0.01 0.109
H 3.269888 -6.035814 0.434874 -0.30 -0.30 -0.14 0.109
H 3.381943 -7.793869 2.350543 0.39 0.25 -0.15 0.077
H 2.253831 -7.620419 3.648335 -0.15 0.41 0.07 0.078
H 3.613946 -6.437119 3.575805 0.41 -0.54 0.14 0.081
C -2.120159 0.673368 -0.935909 0.82 0.14 -0.90 -0.062
O -2.399227 1.979948 -1.498365 -0.76 -0.04 0.27 -0.181
C -1.319092 2.893438 -1.595124 0.40 0.62 -0.04 -0.208
C -1.640174 4.292805 -2.249417 -1.21 -0.94 0.78 -0.181
N -2.695922 5.051102 -1.614714 -1.00 0.13 0.55 -0.076
C -2.640223 5.257319 -0.169737 -0.90 1.01 -0.38 -0.199
C -3.701043 6.341599 0.224937 0.09 -1.22 -0.82 -0.174
O -5.061614 5.816975 -0.024437 1.13 1.22 0.47 -0.188
C -6.048454 6.653117 0.578481 0.34 0.11 0.73 -0.130
H -1.468622 0.611974 -0.064233 0.06 0.84 0.25 0.065
H -1.591890 0.099710 -1.697450 0.00 -0.18 -0.16 0.063
H -3.013852 0.104583 -0.679239 -0.38 0.62 -0.26 0.088
H -0.522582 2.511291 -2.233595 0.36 -0.50 0.17 0.110
H -0.965772 3.066133 -0.578541 0.48 0.04 0.10 0.095
H -1.953114 4.147265 -3.283329 0.10 -0.09 -0.08 0.113
H -0.798270 4.985028 -2.260800 0.65 -0.63 0.09 0.110
H -3.595453 4.610754 -1.745272 -0.10 -0.12 -0.54 0.105
H -1.644723 5.612546 0.096500 0.04 0.10 0.21 0.120
H -2.870636 4.364100 0.410939 0.16 -0.25 0.09 0.090
H -3.536872 7.233368 -0.379968 -0.14 0.05 -0.17 0.115
H -3.499057 6.617340 1.259953 -0.59 -0.12 0.39 0.103
H -5.952215 6.585881 1.662145 -0.30 -0.46 0.32 0.076
H -7.065067 6.415133 0.265478 0.28 -0.50 -0.11 0.085
H -5.952883 7.731651 0.453048 0.52 0.18 -0.86 0.078
C -1.409597 -2.902433 -1.708268 -0.42 0.03 -0.64 -0.091
O -1.790812 -2.451297 -3.040071 0.65 0.40 1.90 -0.179
C -0.741748 -1.726790 -3.692295 0.37 -0.45 -0.14 -0.224
C -0.695548 -2.347267 -5.058471 0.84 0.52 -0.69 -0.226
N -0.046238 -3.657555 -5.015891 -0.58 0.34 0.21 -0.043
C -0.173607 -4.370266 -6.274959 0.71 -0.46 0.57 -0.221
C 0.336825 -5.823769 -6.223945 -1.67 0.47 -0.44 -0.209
O -0.564793 -6.647571 -5.472290 0.30 -0.47 -0.16 -0.194
C -0.417589 -8.061909 -5.677405 0.35 0.47 -0.05 -0.107
H -2.329157 -3.155254 -1.180453 0.02 -0.03 -0.16 0.080
H -0.839108 -2.206836 -1.092802 -0.18 0.71 -0.26 0.072
H -0.753643 -3.772210 -1.744594 -0.12 -0.39 -0.35 0.075
H 0.184626 -1.802873 -3.122975 0.21 -0.42 -0.21 0.095
H -0.854990 -0.647564 -3.795044 -0.94 0.19 0.23 0.113
H -0.214073 -1.700762 -5.792176 0.44 0.09 0.05 0.118
H -1.730963 -2.380086 -5.397480 -0.39 -0.30 -0.11 0.118
H -0.655344 -4.112912 -4.351245 0.19 -0.77 0.33 0.098
H 0.481981 -3.905245 -7.011201 -0.04 0.32 -0.11 0.117
H -1.198998 -4.312251 -6.640047 -0.21 -0.33 -0.29 0.119
H 1.372320 -5.855095 -5.884996 0.02 -0.21 0.20 0.123
H 0.246354 -6.097780 -7.275052 0.46 -0.55 -0.20 0.111
H -1.184384 -8.598899 -5.119046 0.12 0.33 0.26 0.084
H 0.578486 -8.404248 -5.396798 0.11 0.01 0.44 0.080
H -0.517226 -8.403313 -6.707755 -0.24 0.52 -0.45 0.077
C 3.259929 5.007526 -0.833736 -0.41 -0.09 0.31 -0.087
O 3.640387 3.790252 -0.197126 0.71 1.75 -0.04 -0.171
C 2.729570 2.761425 -0.279508 -0.34 -2.16 0.56 -0.235
C 3.103663 1.705918 0.790948 -0.47 0.53 -0.16 -0.151
N 2.749697 2.053688 2.204009 0.68 -0.05 -1.56 -0.066
C 3.071378 0.932835 3.055881 0.49 -0.34 1.18 -0.224
C 2.520891 1.141196 4.456566 1.47 -0.04 -0.37 -0.190
O 3.215416 2.275672 5.000709 -0.34 0.06 -0.83 -0.186
C 2.974486 2.509662 6.346728 -1.17 0.23 0.80 -0.139
H 4.012453 5.789022 -0.728549 0.21 -0.35 0.53 0.085
H 2.331884 5.330038 -0.361692 -0.15 0.34 -0.12 0.082
H 3.104796 4.956141 -1.911414 -0.15 -0.62 -0.19 0.083
H 2.805376 2.282391 -1.255660 0.11 -0.25 -0.23 0.102
H 1.661206 2.946172 -0.167433 -0.15 1.01 0.25 0.110
H 4.173826 1.538540 0.669186 0.18 -0.33 0.16 0.124
H 2.542270 0.793175 0.591384 0.21 -0.12 -0.36 0.110
H 3.356502 2.816978 2.467199 -0.19 0.33 0.27 0.123
H 4.145736 0.776361 3.152592 0.31 -0.03 -0.12 0.126
H 2.668801 -0.016708 2.703172 -0.27 0.09 -0.40 0.122
H 2.833634 0.284247 5.053170 -0.42 -0.31 0.16 0.125
H 1.438509 1.187182 4.336498 -0.25 0.59 0.74 0.122
H 3.224241 1.665242 6.989127 0.37 -0.16 0.02 0.086
H 1.916422 2.702669 6.523789 -0.47 -0.15 -0.04 0.078
H 3.427143 3.427423 6.722119 0.64 -0.17 -0.43 0.088
O 0.173073 1.464120 1.741932 -0.76 -1.23 -0.62 -0.071
H -0.149557 2.362785 1.809271 -0.34 0.53 0.26 0.014
H 1.072518 1.507079 2.066575 0.69 0.72 0.25 -0.019
O 0.496596 -1.262130 1.344866 0.84 -0.62 -0.22 -0.048
H -0.402080 -1.578836 1.436012 -0.42 0.17 0.22 -0.007
H 0.427008 -0.312150 1.439331 -0.33 0.56 -0.06 -0.016
```
Forces are in eV/Å.

## Properties
ΔE to the lowest compared entry with this formula, charge and spin: 337.76 kJ/mol
E_HOMO: -8.389 eV
SMILES string: COCCNCCOC.COCCNCCOC.COCCNCCOC.COCCNCCOC.COCCNCCOC.O.O
LUMO: 0.662 eV
orbital gap: 9.05 eV
maximum force: 2.6 eV/Å